*i*
The following is a DFT calculation (ωB97M-V with the def2-TZVPD basis set) of a single C7H13N3O2S molecule.

Summary:
- E_HOMO: -7.878 eV
- Orbital gap: 0.30714 hartree
- Structure (SMILES): CC=[S@@](C)(=O)Oc1[nH]nc(N)c1C

Structure (ORCA input):
```
! RIJCOSX wB97M-V def2-TZVPD def2/J DEFGRID3
* xyz 0 1
C -2.9346 -0.2560 2.4144
C -3.1504 -0.0733 0.9093
S -1.8340 0.4970 0.0250
C -2.1889 0.6415 -1.7476
O -1.2162 1.7346 0.4645
O -0.4956 -0.6197 0.1044
C 0.7604 -0.1802 0.2961
N 1.1895 0.5511 1.3838
N 2.5040 0.7190 1.3263
C 2.9785 0.1176 0.2248
N 4.3435 0.2060 -0.1225
C 1.8781 -0.4401 -0.4824
C 1.8408 -1.0864 -1.8628
H -2.2306 -0.9997 2.6216
H -2.7328 0.6915 2.9883
H -3.9757 -0.6670 2.7521
H -3.5159 -0.9736 0.3118
H -2.9153 -0.0359 -2.0781
H -2.4564 1.6124 -2.0798
H -1.3491 0.3786 -2.3856
H 0.7895 0.8823 2.2337
H 4.5742 0.3843 -1.1455
H 4.8473 0.8525 0.5190
H 1.5492 -0.3335 -2.6247
H 2.6602 -1.7004 -2.1017
H 1.0803 -1.9027 -1.9446
*
```



*ii*
The following is a DFT calculation (ωB97M-V with the def2-TZVPD basis set) of 2 unconnected molecules or ions with the total composition C7H13N3O2S.

Summary:
- E_HOMO: -8.317 eV
- Orbital gap: 0.33203 hartree

Structure (ORCA input):
```
! RIJCOSX wB97M-V def2-TZVPD def2/J DEFGRID3
* xyz 0 1
C -1.6892 1.0422 1.1903
C -1.8740 0.6890 -0.1042
C 3.0879 -0.3896 2.7442
C 0.4159 0.9402 0.0144
C -3.2530 0.5126 -0.7297
C -0.6082 -0.7236 -2.9272
C -0.6650 0.6680 -2.2080
N 1.8812 -1.8357 1.2122
N 2.9645 -1.0400 1.5304
N -0.6572 0.7740 -0.7690
O 3.9280 0.6287 2.6440
O 2.5461 -0.7312 3.7610
S 0.0123 1.2767 1.5807
H -2.3998 1.4201 1.9880
H -3.9801 0.0369 0.0934
H -3.2027 -0.1801 -1.5430
H -3.7461 1.3341 -1.1343
H -1.5512 -1.1648 -2.8162
H -0.4471 -0.5468 -4.0817
H 0.2825 -1.2793 -2.6523
H -1.6149 1.2088 -2.6772
H 0.1955 1.2168 -2.5451
H 0.9577 -1.3299 1.5024
H 1.8540 -2.7381 1.6918
H 3.3596 -0.6861 0.7016
H 4.2036 0.8970 3.5336
*
```



Least stable = *i*



*i*
The following is a DFT calculation (ωB97M-V with the def2-TZVPD basis set) of a gas-phase ion, C2H5N2S (charge +1).

Summary:
- E_HOMO: -13.727 eV
- Orbital gap: 0.34171 hartree
- Structure (SMILES): C1=[NH+]CSN1

Structure (ORCA input):
```
! RIJCOSX wB97M-V def2-TZVPD def2/J DEFGRID3
* xyz 1 1
C -0.2077 -1.0646 -0.0981
N -0.6071 0.1977 0.0659
C 0.4341 1.2205 0.0276
S 2.0199 0.1750 -0.0251
N 1.0800 -1.2721 0.0622
H -0.8844 -1.7780 -0.2193
H -1.5451 0.2848 -0.2664
H 0.4465 1.7295 -0.8610
H 0.5887 1.8705 0.8141
H 1.5292 -2.1404 0.2866
*
```



*ii*
The following is a DFT calculation (ωB97M-V with the def2-TZVPD basis set) of 2 unconnected molecules or ions with the total composition C2H5N2S.

Summary:
- E_HOMO: -14.121 eV
- Orbital gap: 0.31313 hartree

Structure (ORCA input):
```
! RIJCOSX wB97M-V def2-TZVPD def2/J DEFGRID3
* xyz 1 1
C -1.4381 -0.4591 -0.1555
C 1.4045 1.0046 0.7725
N 0.7236 0.8311 -0.2554
N -0.9070 -1.5629 -0.4793
S -2.3660 0.6907 0.2505
H 1.0257 0.3804 1.6007
H 2.2930 1.8117 1.0301
H 0.8242 1.2108 -1.1652
H -0.0204 -1.5725 -0.8172
H -1.5393 -2.3349 -0.7812
*
```



Least stable = *ii*



*i*
The following is a DFT calculation (ωB97M-V with the def2-TZVPD basis set) of 2 unconnected molecules or ions with the total composition C2H5PS.

Summary:
- E_HOMO: -8.900 eV
- Orbital gap: 0.31014 hartree
- Structure (SMILES): C=P.C=S

Structure (ORCA input):
```
! RIJCOSX wB97M-V def2-TZVPD def2/J DEFGRID3
* xyz 0 1
C 1.1821 -0.3532 1.4959
P 1.3490 -1.8788 0.8604
H 2.0457 0.2794 1.6194
H 0.2476 0.0670 1.8258
H -0.0077 -2.2604 0.9296
C -1.2852 1.1030 -1.6240
S -0.1969 0.2127 -2.3995
H -0.9905 1.8758 -0.9257
H -2.3441 0.9545 -1.7818
*
```



*ii*
The following is a DFT calculation (ωB97M-V with the def2-TZVPD basis set) of 2 unconnected molecules or ions with the total composition C2H5PS.

Summary:
- E_HOMO (alpha / beta): -8.192 / -8.626 eV
- Orbital gap (alpha / beta): 0.28280 / 0.29367 hartree

Structure (ORCA input):
```
! RIJCOSX wB97M-V def2-TZVPD def2/J DEFGRID3
* xyz 0 1
C -0.8588 0.3412 -0.4295
C 1.3244 -0.8568 0.1088
P -2.4821 0.3585 -0.2251
S 0.1935 -0.6050 -1.3416
H -0.0474 2.0037 0.3771
H 2.3184 -0.2772 -0.1079
H 1.4176 -1.9328 0.2385
H 0.7883 -0.5014 0.9298
H -2.6538 1.4698 0.4498
*
```



Least stable = *ii*



*i*
The following is a DFT calculation (ωB97M-V with the def2-TZVPD basis set) of a molecular structure, C33H41N5Sc.

Summary:
- E_HOMO (alpha / beta): -1.860 / -1.863 eV
- Orbital gap (alpha / beta): 0.16151 / 0.16162 hartree

Structure (ORCA input):
```
! RIJCOSX wB97M-V def2-TZVPD def2/J DEFGRID3
* xyz -1 1
Sc -0.0545 0.5842 -0.4487
N -2.7580 4.4275 -2.3155
N 2.4560 1.4073 -0.0736
C -0.9851 -1.9418 -0.5595
C -0.9884 -1.3365 -1.8409
C -2.2176 -0.5814 -1.9587
C -2.6717 0.0635 -3.1317
H -1.9757 0.1244 -3.9705
H -2.5219 1.7613 -2.7829
H -3.7391 0.2559 -3.2860
C -2.8473 -0.5778 -0.6639
C -4.1333 0.0953 -0.3640
H -4.9921 -0.4320 -0.8079
H -4.1738 1.1239 -0.7546
H -4.3096 0.1497 0.7175
C -2.1469 -1.4850 0.1509
C -2.6532 -2.0256 1.4350
H -3.0637 -1.2164 2.0534
H -1.8595 -2.5193 2.0058
H -3.4654 -2.7639 1.3034
C -0.0642 -1.6012 -2.9747
H -0.3909 -2.4359 -3.6221
H 0.9360 -1.8571 -2.6044
H 0.0415 -0.7202 -3.6237
C -0.1081 -3.0724 -0.1526
H 0.0184 -3.0776 0.9373
H 0.8845 -2.9640 -0.6075
H -0.4817 -4.0770 -0.4384
C -2.8924 5.4959 -1.5289
H -3.8448 5.9873 -1.6947
C -1.8751 5.9157 -0.6135
H -2.0574 6.8747 -0.1141
C -0.7058 5.1454 -0.4513
H 0.1114 5.5525 0.1593
C -0.6300 3.8800 -1.0098
H 0.2777 3.2320 -0.9687
C -1.7489 3.5852 -1.8539
C -1.7156 2.4628 -2.6198
H -0.7815 1.8455 -2.5953
C 2.4148 0.1104 0.2560
C 3.1605 1.3281 -1.3614
H 3.0494 1.9647 -2.2565
C 4.0863 0.3504 -1.2108
H 5.0440 0.2626 -1.7397
N 3.6240 -0.4270 -0.1549
C 3.8975 -1.7112 0.2519
C 4.2388 -2.6358 -0.7355
C 4.3568 -3.9618 -0.3000
H 4.7758 -4.7102 -0.9748
C 3.9943 -4.3037 1.0089
C 4.3314 -5.6430 1.5319
H 3.5633 -5.9830 2.2198
H 5.2796 -5.5995 2.0695
H 4.4336 -6.3329 0.7032
C 3.3497 -3.3881 1.8600
H 2.9864 -3.6907 2.8518
C 3.2541 -2.0556 1.4573
C 2.4225 -1.0722 2.2367
H 2.7377 -0.0107 2.1768
H 2.4735 -1.3214 3.3114
H 1.3326 -1.1237 2.0182
C 4.3222 -2.2599 -2.1872
H 4.9018 -1.3476 -2.3782
H 3.3317 -2.1007 -2.6627
H 4.8383 -3.0480 -2.7562
C -3.6407 4.1484 1.9861
C -2.7522 2.9785 2.0651
C -2.1804 2.3065 3.1278
C -1.3863 1.2860 2.6205
N -1.3749 1.3689 1.2499
N -2.2956 2.3440 0.9651
C -0.6215 0.3004 3.3881
H -3.8391 4.5100 3.0038
H -3.1938 4.9787 1.4229
H -4.6091 3.9084 1.5269
H -2.3129 2.5502 4.1739
H -2.5822 2.5925 0.0385
H 0.4518 0.5309 3.3703
H -0.9453 0.3544 4.4427
H -0.7908 -0.7322 3.0520
*
```



*ii*
The following is a DFT calculation (ωB97M-V with the def2-TZVPD basis set) of a molecular structure, C33H41N5Sc.

Summary:
- E_HOMO: -1.699 eV
- Orbital gap: 0.14592 hartree

Structure (ORCA input):
```
! RIJCOSX wB97M-V def2-TZVPD def2/J DEFGRID3
* xyz -1 1
Sc 0.1675 -0.4225 0.3854
N 0.9245 -3.5380 4.9483
N 0.1613 -1.8524 -1.1585
C 1.0187 1.8207 0.0566
C 2.1244 0.9775 0.3662
C 2.1831 0.8206 1.8236
C 3.2252 0.2952 2.5562
H 4.0890 -0.1007 2.0296
H 2.9136 -2.0034 4.1665
H 3.1876 0.3235 3.6416
C 0.9400 1.3901 2.3344
C 0.6809 1.5064 3.7833
H 1.3813 2.2292 4.2361
H 0.8403 0.5441 4.2933
H -0.3417 1.8450 4.0019
C 0.2959 2.0783 1.2839
C -0.7374 3.1327 1.4679
H -1.5462 2.7949 2.1330
H -1.1782 3.4367 0.5110
H -0.2973 4.0366 1.9282
C 3.1704 0.4835 -0.5635
H 4.0267 1.1758 -0.6251
H 2.7822 0.3491 -1.5847
H 3.5606 -0.4861 -0.2203
C 0.8052 2.5203 -1.2404
H -0.2555 2.7688 -1.3899
H 1.1194 1.8928 -2.0852
H 1.3840 3.4623 -1.2911
C -0.1091 -4.3279 5.1903
H -0.2810 -4.6234 6.2354
C -1.0235 -4.7737 4.2023
H -1.8836 -5.3735 4.4973
C -0.7643 -4.4287 2.8684
H -1.4659 -4.7124 2.0783
C 0.3773 -3.7087 2.5680
H 0.6884 -3.4957 1.5370
C 1.2333 -3.2370 3.6388
C 2.3238 -2.4248 3.3601
H 2.5794 -2.2644 2.3168
C -0.0405 -0.6325 -1.7402
C 0.5101 -2.7722 -2.1501
H 0.6427 -3.8154 -1.9325
C 0.5759 -2.1068 -3.3342
H 0.7645 -2.4712 -4.3270
N 0.2027 -0.7831 -3.0794
C 0.0992 0.2802 -4.0069
C 1.1628 0.5672 -4.8798
C 1.0602 1.7128 -5.6762
H 1.8712 1.9628 -6.3631
C -0.0346 2.5747 -5.5856
C -0.1141 3.8285 -6.4088
H -0.6019 4.6366 -5.8461
H -0.7004 3.6687 -7.3256
H 0.8883 4.1569 -6.7068
C -1.0813 2.2516 -4.7195
H -1.9537 2.9018 -4.6415
C -1.0333 1.1065 -3.9263
C -2.1516 0.7928 -2.9929
H -2.5964 -0.1992 -3.1397
H -2.9416 1.5445 -3.1117
H -1.8153 0.8451 -1.9450
C 2.4143 -0.2441 -4.9016
H 2.2514 -1.2728 -5.2401
H 2.9042 -0.2726 -3.9184
H 3.1205 0.2265 -5.5962
C -2.7040 -1.5834 4.8313
C -2.6197 -0.9638 3.5028
C -3.5250 -0.2637 2.7074
C -2.8462 0.1024 1.5407
N -1.5858 -0.4011 1.6050
N -1.4785 -1.0211 2.8134
C -3.2955 0.8916 0.3817
H -3.7322 -1.5037 5.1979
H -2.4217 -2.6457 4.7887
H -2.0358 -1.0785 5.5478
H -4.5526 -0.0221 2.9379
H -0.6136 -1.4511 3.1357
H -3.4045 0.2810 -0.5266
H -4.2768 1.3364 0.5995
H -2.6119 1.7250 0.1511
*
```



Least stable = *i*



*i*
The following is a DFT calculation (ωB97M-V with the def2-TZVPD basis set) of a single C2HClF2O molecule.

Summary:
- E_HOMO: -10.620 eV
- Orbital gap: 0.41213 hartree
- Structure (SMILES): O=CC(F)(F)Cl

Structure (ORCA input):
```
! RIJCOSX wB97M-V def2-TZVPD def2/J DEFGRID3
* xyz 0 1
O -1.5224 -0.9003 0.3257
C -0.7103 -0.4729 -0.3655
C 0.4515 0.3465 0.2701
F 0.5894 1.4354 -0.4659
F 0.1027 0.6606 1.4676
Cl 1.8379 -0.7437 0.2321
H -0.7487 -0.3256 -1.4641
*
```



*ii*
The following is a DFT calculation (ωB97M-V with the def2-TZVPD basis set) of 2 unconnected molecules or ions with the total composition C2HClF2O.

Summary:
- E_HOMO (alpha / beta): -8.779 / -9.066 eV
- Orbital gap (alpha / beta): 0.32207 / 0.31681 hartree

Structure (ORCA input):
```
! RIJCOSX wB97M-V def2-TZVPD def2/J DEFGRID3
* xyz 0 1
C 0.3092 -0.8576 -1.1213
C -0.4230 0.5576 0.8452
O -0.3393 -1.7581 -1.4892
F -0.6673 -0.4432 1.6837
F 0.6815 1.3667 1.0472
Cl 1.7055 -0.0979 -1.6423
H -1.2666 1.2325 0.6767
*
```



Least stable = *ii*